No. 1
Entry from the Open Molecules 2025 dataset: a structure of composition C30H52F6N5O2PPtSb (ωB97M-V with the def2-TZVPD basis set).

Last column: Mulliken spin population.
CARTESIAN COORDINATES (ANGSTROEM)
Pt (-1.36167, -0.31318, 0.58443)  0.710
O (-1.41325, -2.57787, 1.20028)  0.112
C (-2.26550, -2.71494, 2.34056)  0.019
C (-3.31056, -1.63478, 2.32672)  -0.012
C (-4.44560, -1.78241, 3.09938)  -0.002
C (-5.37108, -0.75268, 3.16541)  0.000
C (-5.14187, 0.40515, 2.44071)  -0.001
C (-4.00458, 0.49411, 1.66824)  -0.015
N (-3.10690, -0.50659, 1.61289)  0.008
H (-0.59877, -3.08325, 1.32377)  -0.007
H (-1.67831, -2.63902, 3.25935)  0.002
H (-2.74905, -3.69172, 2.31592)  0.002
H (-4.59267, -2.69955, 3.65353)  0.000
H (-6.25792, -0.85679, 3.77550)  0.000
H (-5.82758, 1.23947, 2.45833)  0.000
H (-3.79452, 1.37264, 1.07561)  0.011
O (0.44009, -0.30494, -0.29873)  0.002
P (1.93713, 0.01836, 0.03702)  -0.003
C (2.34168, 0.36503, 1.79267)  0.002
C (2.14520, 1.82202, 2.24924)  0.000
C (0.67643, 2.15987, 2.46533)  0.001
C (0.01696, 1.21414, 3.46388)  -0.002
C (0.24457, -0.24660, 3.11232)  -0.004
C (1.71000, -0.57081, 2.84367)  -0.002
C (2.80454, -1.48090, -0.50523)  0.002
C (4.30943, -1.51437, -0.12386)  0.000
C (4.57211, -2.53866, 0.97616)  0.000
C (4.24007, -3.95549, 0.49395)  0.000
C (2.99703, -3.97873, -0.41106)  0.000
C (2.08415, -2.79175, -0.11701)  -0.004
C (2.47831, 1.38116, -1.02567)  -0.001
C (3.93063, 1.87809, -0.76766)  0.000
C (4.07436, 3.36217, -1.12109)  0.000
C (3.34119, 3.67822, -2.41769)  0.000
C (1.82408, 3.46100, -2.26450)  0.000
C (1.48345, 2.55432, -1.07413)  0.002
H (3.42182, 0.16528, 1.78328)  -0.001
H (2.59427, 2.51963, 1.54686)  -0.001
H (2.70179, 1.93576, 3.18462)  0.000
H (0.15402, 2.12795, 1.50850)  0.005
H (0.57809, 3.18940, 2.81117)  0.000
H (-1.04713, 1.43539, 3.57286)  0.001
H (0.46026, 1.36438, 4.45286)  -0.001
H (-0.28566, -0.61729, 2.18289)  0.032
H (-0.16670, -0.90771, 3.87989)  0.003
H (1.83964, -1.62128, 2.60139)  -0.001
H (2.25751, -0.40699, 3.77717)  0.000
H (2.72989, -1.39854, -1.59675)  0.000
H (4.67041, -0.53154, 0.17290)  0.000
H (4.88719, -1.78108, -1.01063)  0.000
H (3.97689, -2.28544, 1.86106)  0.000
H (5.61246, -2.48463, 1.29419)  0.000
H (4.09608, -4.61112, 1.35362)  0.000
H (5.09036, -4.35761, -0.05731)  0.000
H (2.45313, -4.91556, -0.28852)  0.000
H (3.29067, -3.93257, -1.46280)  0.000
H (1.82337, -2.80347, 0.94238)  0.002
H (1.15169, -2.87056, -0.67891)  -0.003
H (2.45347, 0.90889, -2.01703)  0.000
H (4.61432, 1.29386, -1.38490)  0.000
H (4.23921, 1.72125, 0.26791)  0.000
H (5.13380, 3.60365, -1.20354)  0.000
H (3.68061, 3.98403, -0.31230)  0.000
H (3.73795, 3.03936, -3.21182)  0.000
H (3.54441, 4.70382, -2.72378)  0.000
H (1.41684, 3.02127, -3.17743)  0.000
H (1.30799, 4.41062, -2.12815)  0.000
H (0.46219, 2.19862, -1.16817)  0.000
H (1.52055, 3.12639, -0.14689)  0.000
F (-1.62753, 1.87734, 0.41580)  0.026
Sb (-2.45593, 3.71077, 0.07955)  0.012
F (-0.88192, 4.37326, 0.84115)  0.003
F (-3.20573, 3.41194, 1.77687)  0.002
F (-3.30215, 5.32563, -0.21257)  0.000
F (-3.84593, 2.62384, -0.64436)  0.002
F (-1.61865, 3.61180, -1.59698)  0.002
C (-1.76749, 0.51199, -2.23801)  0.011
N (-2.26043, 0.23929, -3.54988)  0.006
C (-3.72203, 0.16636, -3.51578)  0.001
N (-4.15521, -0.93423, -2.64564)  0.006
C (-3.70834, -0.69979, -1.30857)  0.005
N (-2.18535, -0.62481, -1.27588)  0.076
C (-1.63755, -1.93001, -1.85061)  -0.003
N (-2.13271, -2.13265, -3.17571)  0.007
C (-1.71982, -1.02394, -4.04012)  -0.003
C (-3.59736, -2.19021, -3.14647)  0.000
H (-2.18959, 1.43489, -1.85465)  -0.005
H (-0.68033, 0.54802, -2.22093)  -0.001
H (-4.10045, -0.00673, -4.52112)  0.000
H (-4.12278, 1.10823, -3.14069)  0.000
H (-4.01292, -1.51929, -0.65426)  -0.001
H (-4.08550, 0.25625, -0.94438)  0.001
H (-1.96550, -2.73458, -1.19399)  0.001
H (-0.55219, -1.84016, -1.84282)  -0.003
H (-2.08357, -1.20652, -5.04951)  0.001
H (-0.63038, -0.96925, -4.06489)  0.000
H (-3.91690, -3.01323, -2.50479)  0.000
H (-3.96873, -2.36911, -4.15360)  0.001

Output
- HOMO-LUMO gap (spin up / spin down) (hartree) = 0.2465 / 0.2370
- 2S+1 = 2
- maximum force (eV/Å) = 0.647
- charge = +2
- <S²> = 0.752
- HOMO level (spin up / spin down) (eV) = -14.46 / -14.44
- calculated total energy (eV) = -78867.4997
- LUMO energy (spin up / spin down) (eV) = -7.751 / -7.988

---

No. 2
Entry from the Open Molecules 2025 dataset: a cluster of 2 separate species, C22H21N3O2 in total (ωB97M-V with the def2-TZVPD basis set).

Last column: natural (NBO) charge in e.
CARTESIAN COORDINATES (ANGSTROEM)
C (1.53273, 1.65181, 1.74208)  -0.264
N (0.40379, 1.71212, 1.70389)  -0.699
C (5.58499, 0.83231, 7.26321)  -0.252
O (4.96265, 0.32060, 6.10904)  -0.483
C (5.57471, 0.69285, 4.90393)  0.307
C (5.00618, 0.22752, 3.72385)  -0.219
C (5.57694, 0.57470, 2.49866)  0.034
C (6.72092, 1.39243, 2.45905)  0.096
C (7.30145, 1.85094, 3.64404)  -0.206
C (6.72943, 1.50631, 4.83903)  -0.282
N (7.06568, 1.57835, 1.11100)  -0.297
C (8.22893, 2.29972, 0.59791)  -0.407
C (6.16441, 0.90426, 0.32933)  0.118
C (5.22807, 0.25173, 1.13449)  -0.188
C (4.25199, -0.67184, 0.69140)  0.137
C (3.91518, -0.85640, -0.68080)  -0.207
C (3.90879, 0.11880, -1.68381)  0.101
N (3.62893, -0.46636, -2.89225)  -0.307
C (3.50255, 0.23084, -4.16807)  -0.405
C (3.46939, -1.84750, -2.70717)  0.102
C (3.62214, -2.11460, -1.33595)  0.033
C (3.61148, -3.43406, -0.87207)  -0.309
C (3.43641, -4.47669, -1.77301)  0.308
O (3.43415, -5.83525, -1.41957)  -0.492
C (3.55842, -6.08804, -0.04136)  -0.253
C (3.27100, -4.17644, -3.14383)  -0.228
C (3.28951, -2.89200, -3.61587)  -0.218
H (5.02905, 0.48416, 8.13605)  0.206
H (6.61301, 0.46877, 7.32246)  0.170
H (5.57045, 1.92392, 7.23814)  0.177
H (4.13006, -0.39107, 3.76808)  0.242
H (8.18702, 2.45777, 3.61355)  0.215
H (7.17301, 1.86590, 5.75050)  0.227
H (8.80932, 2.73729, 1.40677)  0.227
H (8.86910, 1.62067, 0.03750)  0.216
H (7.90436, 3.09518, -0.06981)  0.221
H (6.24593, 0.82032, -0.73818)  0.223
H (3.83167, -1.34903, 1.41594)  0.231
H (4.06940, 1.17259, -1.54406)  0.238
H (3.32616, -0.47783, -4.97434)  0.222
H (2.66970, 0.93064, -4.12869)  0.228
H (4.41608, 0.78105, -4.38275)  0.211
H (3.77774, -3.63174, 0.16824)  0.223
H (3.47458, -7.16415, 0.11849)  0.204
H (4.53156, -5.74842, 0.31710)  0.172
H (2.75752, -5.58316, 0.50015)  0.180
H (3.16096, -4.99933, -3.82617)  0.230
H (3.20751, -2.68508, -4.66718)  0.219

Output
- HOMO-LUMO gap (hartree) = 0.1788
- maximum force (eV/Å) = 4.861
- HOMO level (eV) = -6.78
- calculated total energy (eV) = -31715.8112
- LUMO energy (eV) = -1.915

---

No. 3
Entry from the Open Molecules 2025 dataset: a cluster of 16 separate species, C15H62O16 in total (ωB97M-V with the def2-TZVPD basis set).

Last column: Löwdin charge in e.
CARTESIAN COORDINATES (ANGSTROEM)
O (-2.29517, 3.71078, 1.88561)  -0.076
H (-2.89163, 4.11030, 1.23567)  0.022
H (-1.49990, 4.27313, 1.86717)  0.008
O (-2.93335, 0.94492, 2.02092)  -0.088
H (-2.99241, 1.90977, 1.92146)  -0.009
H (-2.45824, 0.65535, 1.22598)  -0.020
O (0.21739, -2.23886, -4.31278)  -0.065
H (0.05826, -3.18845, -4.33790)  0.055
H (-0.58318, -1.86403, -3.89648)  0.004
O (-1.37892, -4.14985, 0.93062)  -0.047
H (-0.72012, -4.47831, 0.28819)  0.034
H (-0.87204, -3.93579, 1.72161)  0.061
O (4.20793, -1.44866, -1.74529)  -0.054
H (4.32157, -2.39973, -1.83544)  0.047
H (3.72612, -1.18655, -2.54875)  0.021
O (-2.40482, -1.49510, -3.68990)  -0.052
H (-3.00664, -1.53338, -4.44045)  0.059
H (-2.96144, -1.26390, -2.93681)  0.054
O (3.25355, 0.05371, 0.31525)  -0.086
H (3.62120, -0.66411, -0.24670)  -0.011
H (2.45634, -0.32445, 0.70074)  -0.019
O (1.97067, -2.78836, 0.81491)  -0.034
H (1.37052, -2.72330, 1.56782)  0.053
H (2.85338, -2.75302, 1.20402)  0.068
O (-2.84131, -3.82082, -1.86359)  -0.068
H (-3.09772, -3.49596, -0.98111)  -0.012
H (-3.67336, -4.06667, -2.27845)  0.037
O (-3.71028, -2.90315, 0.77641)  -0.081
H (-3.38494, -2.07681, 1.15588)  0.035
H (-2.98622, -3.55819, 0.93811)  0.004
O (2.95354, -1.59035, -4.33866)  -0.070
H (2.04660, -1.86647, -4.10377)  0.003
H (2.88201, -1.27226, -5.24253)  0.048
C (-3.88046, 4.89492, -2.83897)  -0.055
C (-2.78105, 4.34578, -1.93033)  -0.458
C (-1.34895, 4.44002, -2.41082)  -0.047
O (-2.88712, 4.97535, -0.62254)  -0.090
H (-3.88639, 5.98641, -2.90514)  0.080
H (-4.88390, 4.59891, -2.54180)  0.079
H (-3.67724, 4.50327, -3.83978)  0.082
H (-3.08989, 3.33250, -1.65847)  0.137
H (-0.63806, 4.63927, -1.61158)  0.070
H (-1.29617, 5.29419, -3.09512)  0.080
H (-1.01546, 3.54423, -2.93477)  0.079
H (-2.78489, 5.91985, -0.79984)  0.090
C (0.32629, -6.99409, -1.71894)  -0.042
C (1.49517, -6.14765, -1.26347)  -0.415
C (2.42522, -5.60088, -2.36001)  -0.056
O (0.93586, -4.90711, -0.73925)  -0.117
H (0.59487, -8.03597, -1.51854)  0.078
H (0.09733, -6.97686, -2.78428)  0.081
H (-0.59153, -6.81250, -1.16246)  0.081
H (2.07242, -6.62652, -0.47111)  0.133
H (2.00763, -4.99304, -3.16063)  0.076
H (2.81954, -6.46040, -2.92720)  0.081
H (3.32216, -5.12127, -1.96594)  0.072
H (1.57493, -4.19867, -0.60599)  0.040
C (0.24685, 6.84932, 2.04970)  -0.058
C (1.04457, 5.71443, 1.42922)  -0.448
C (2.43464, 5.58370, 2.05884)  -0.052
O (0.36238, 4.49350, 1.73505)  -0.084
H (0.50388, 7.86061, 1.72101)  0.080
H (0.25314, 6.90335, 3.13903)  0.087
H (-0.80447, 6.80112, 1.74599)  0.073
H (1.04092, 5.80816, 0.34083)  0.131
H (2.42728, 5.02932, 2.99374)  0.086
H (2.96071, 6.53937, 2.12761)  0.081
H (3.11980, 5.06564, 1.37691)  0.081
H (0.96895, 3.77948, 1.93840)  0.085
C (1.81883, -1.52128, 5.57826)  -0.063
C (0.73207, -0.59445, 5.12250)  -0.505
C (1.18883, 0.51139, 4.18625)  -0.048
O (-0.34927, -1.37952, 4.58084)  -0.061
H (2.23842, -2.08189, 4.73685)  0.075
H (1.48489, -2.28456, 6.28243)  0.080
H (2.64393, -1.00070, 6.06672)  0.083
H (0.29107, -0.09437, 5.99427)  0.135
H (1.73308, 0.13812, 3.31701)  0.072
H (1.70843, 1.24892, 4.79767)  0.083
H (0.30445, 1.00015, 3.76678)  0.077
H (-1.12447, -0.80828, 4.61588)  0.087
C (0.38854, -0.79680, -1.36123)  -0.036
C (-0.16668, -0.15705, -0.10913)  -0.455
C (-0.09237, 1.35558, -0.00668)  -0.031
O (-1.56041, -0.52244, -0.00208)  -0.068
H (-0.30140, -0.58631, -2.17836)  0.072
H (0.44655, -1.86650, -1.15197)  0.075
H (1.37363, -0.44751, -1.66844)  0.081
H (0.31979, -0.55070, 0.79096)  0.114
H (-0.49699, 1.61865, 0.97571)  0.065
H (-0.59763, 1.92950, -0.78232)  0.078
H (0.92014, 1.75879, 0.08360)  0.080
H (-1.61972, -1.46786, -0.19665)  0.070

Output
- HOMO-LUMO gap (hartree) = 0.3725
- maximum force (eV/Å) = 3.253
- HOMO level (eV) = -9.89
- calculated total energy (eV) = -49321.3721
- LUMO energy (eV) = 0.245

---

The records above yield ΔE to the lowest compared entry with this formula, charge and spin values of 0.0; 555.0; 70.9 kJ/mol, respectively.